{"formula": "C41H34N6O5PRbS2", "method": "ωB97M-V/def2-TZVPD", "spin_multiplicity": 1, "charge": -2, "molar_mass_g_mol": 871.3, "e_above_lowest_kcal_mol": 38.7, "e_lumo_ev": [3.66, 3.65], "symbols": ["Rb", "O", "C", "C", "C", "C", "C", "C", "C", "P", "C", "C", "C", "C", "C", "C", "C", "C", "C", "C", "C", "C", "H", "H", "H", "H", "H", "H", "H", "H", "H", "H", "H", "H", "H", "H", "N", "N", "C", "O", "O", "H", "H", "H", "O", "S", "O", "N", "C", "C", "C", "C", "C", "C", "C", "C", "N", "C", "C", "C", "C", "C", "C", "C", "H", "H", "H", "H", "H", "H", "H", "H", "H", "H", "H", "N", "C", "S", "C", "C", "C", "N", "C", "C", "H", "H", "H", "H", "H", "H"], "xyz": [[-0.316766, 0.451466, 0.177403], [1.952696, -1.130027, 1.170069], [2.437535, -1.239281, 0.103775], [3.032570, -1.729039, -0.986979], [4.161795, -2.618641, -0.825725], [4.939637, -2.947074, -1.894891], [4.657788, -2.456222, -3.177323], [3.525326, -1.671604, -3.374281], [2.705825, -1.303687, -2.332455], [1.104109, -0.466898, -2.520716], [1.417556, 1.015840, -3.524454], [2.655626, 1.611385, -3.719675], [2.732869, 2.804150, -4.417849], [1.593597, 3.393149, -4.938757], [0.359159, 2.784521, -4.768786], [0.272916, 1.610041, -4.050601], [0.572857, -1.547542, -3.951099], [0.844769, -1.320067, -5.298302], [0.449378, -2.225702, -6.265156], [-0.242550, -3.372090, -5.908849], [-0.542795, -3.602970, -4.574401], [-0.135732, -2.698202, -3.612636], [4.369631, -3.000692, 0.164962], [5.789442, -3.607590, -1.754889], [5.297746, -2.715155, -4.007786], [3.279130, -1.341070, -4.374538], [3.542960, 1.160921, -3.301496], [3.687831, 3.297380, -4.531517], [1.664668, 4.331579, -5.475619], [-0.538628, 3.235908, -5.170419], [-0.692333, 1.145413, -3.879665], [1.363926, -0.417733, -5.594016], [0.685775, -2.040088, -7.307205], [-0.556535, -4.073953, -6.672262], [-1.096070, -4.494027, -4.297966], [-0.375313, -2.867919, -2.568923], [1.290102, 2.151406, 1.615915], [1.734028, 2.776864, 0.435232], [2.363267, 2.027716, -0.594229], [3.227031, 2.629537, -1.229600], [1.925811, 0.856481, -0.771798], [0.316737, 2.383035, 1.816708], [1.867389, 2.404968, 2.418024], [2.150826, 3.704273, 0.523218], [-2.444555, 1.007276, 3.901905], [-2.516870, 0.900284, 2.453574], [-1.788971, 1.933025, 1.745732], [-2.083102, -0.498257, 1.851576], [-2.490854, -1.676208, 2.330105], [-3.456128, -1.843581, 3.327110], [-3.850828, -3.103707, 3.752842], [-3.314649, -4.246178, 3.208393], [-2.329846, -4.143994, 2.213084], [-1.714778, -5.272225, 1.632519], [-0.727989, -5.102843, 0.700612], [-0.375754, -3.794250, 0.332102], [-0.950328, -2.728321, 0.824216], [-1.899530, -2.863530, 1.760275], [-4.247151, 1.185010, 1.999758], [-4.709251, 0.814522, 0.751304], [-6.035251, 1.049392, 0.424155], [-6.879799, 1.663928, 1.335281], [-6.402569, 2.051827, 2.576193], [-5.080709, 1.808310, 2.907652], [-3.879643, -0.959676, 3.781060], [-4.599831, -3.181597, 4.531785], [-3.628511, -5.226332, 3.541414], [-2.028362, -6.261179, 1.947128], [-0.222805, -5.949605, 0.256219], [0.410911, -3.624403, -0.394229], [-4.026061, 0.359921, 0.050421], [-6.412323, 0.756073, -0.544568], [-7.911560, 1.854203, 1.074095], [-7.058538, 2.543796, 3.281066], [-4.669551, 2.091954, 3.864627], [-2.927580, 6.743528, -3.839739], [-3.706009, 5.593327, -3.890405], [-5.155194, 5.695294, -4.739074], [-3.278705, 4.425929, -3.206852], [-3.995156, 3.212905, -3.317241], [-3.524081, 2.085430, -2.695794], [-2.399961, 2.027922, -1.974695], [-1.724655, 3.171899, -1.843455], [-2.114492, 4.366917, -2.401739], [-3.145736, 7.397466, -4.578123], [-1.938567, 6.606668, -3.687590], [-4.896731, 3.196334, -3.911959], [-4.064726, 1.147744, -2.785386], [-0.806133, 3.112139, -1.269986], [-1.525320, 5.253509, -2.214096]], "forces_ev_per_a": [[-1.073, -0.534, -0.941], [0.726, -0.186, -1.297], [-0.840, 0.093, 2.536], [1.041, -0.315, -1.637], [-0.396, 0.109, 0.491], [0.126, -0.130, -0.115], [0.109, -0.063, -0.065], [0.116, 0.027, 0.175], [-0.015, 0.102, 0.501], [-0.230, -0.534, -1.411], [-0.044, 0.095, 0.178], [-0.137, -0.200, -0.046], [0.111, 0.130, -0.151], [0.030, 0.043, -0.124], [-0.151, 0.170, -0.109], [-0.024, -0.113, 0.018], [-0.152, -0.041, 0.061], [-0.005, 0.097, 0.091], [0.014, -0.084, -0.217], [-0.054, -0.096, -0.069], [-0.062, -0.271, -0.186], [0.007, 0.112, 0.131], [0.117, -0.026, 0.015], [-0.045, 0.031, 0.061], [0.028, -0.016, -0.079], [-0.047, -0.010, -0.019], [0.017, 0.049, 0.063], [0.113, 0.008, -0.004], [0.003, 0.018, -0.004], [-0.040, 0.044, 0.031], [-0.031, 0.079, 0.000], [0.033, 0.033, -0.013], [-0.032, 0.025, 0.004], [-0.016, -0.025, 0.013], [0.002, 0.043, 0.059], [-0.052, -0.041, 0.041], [0.174, 0.268, 0.461], [-0.034, 0.648, 0.088], [0.487, 0.595, 0.445], [0.253, 0.178, -0.137], [1.186, -0.032, -0.066], [0.278, 0.235, 0.058], [-0.135, -0.145, -0.345], [-0.206, -0.496, 0.033], [-0.206, -0.176, -0.181], [-0.557, -0.285, 0.454], [-0.055, 0.343, 0.066], [-0.175, 1.511, 0.192], [-0.734, -0.580, 0.710], [0.290, 0.287, -0.271], [-0.018, -0.609, -0.021], [-0.339, 0.002, 0.360], [0.184, 0.297, -0.195], [0.168, 0.024, -0.118], [-0.157, -0.214, 0.172], [0.009, 0.125, -0.045], [0.498, 0.322, -0.401], [-0.572, -0.418, 0.474], [0.519, -0.165, 0.229], [0.042, -0.067, -0.095], [0.014, -0.038, -0.053], [-0.079, 0.025, -0.016], [-0.011, 0.013, -0.006], [0.077, 0.028, 0.241], [-0.042, -0.062, 0.058], [-0.038, -0.020, 0.021], [-0.030, -0.079, 0.038], [0.008, -0.030, 0.008], [0.020, -0.012, -0.047], [0.069, -0.011, -0.098], [0.040, -0.070, -0.140], [0.021, 0.014, -0.102], [-0.067, -0.003, -0.046], [-0.029, 0.032, 0.055], [-0.033, 0.022, 0.132], [0.459, 0.318, 0.289], [0.008, -0.364, 0.160], [-0.714, 0.170, -0.546], [-0.019, 0.509, -0.181], [-0.130, -0.360, 0.027], [-0.297, 0.098, -0.251], [0.440, -0.572, 0.479], [-0.037, 0.187, -0.059], [0.222, 0.030, 0.058], [-0.002, -0.144, 0.093], [0.017, -0.011, -0.100], [-0.026, -0.048, 0.026], [-0.084, -0.031, -0.046], [0.085, 0.132, 0.106], [0.112, 0.005, 0.048]], "lowdin_charge": [1.0533, 0.1219, -0.1772, -0.2117, -0.0416, -0.1244, -0.1019, -0.0936, -0.2824, 1.0624, -0.3635, -0.0950, -0.0904, -0.0982, -0.0826, -0.1107, -0.3348, -0.1004, -0.0987, -0.1164, -0.1009, -0.0986, 0.1059, 0.0928, 0.0841, 0.1010, 0.1041, 0.0968, 0.0911, 0.1048, 0.1019, 0.1022, 0.0945, 0.0884, 0.0945, 0.0826, -0.0662, -0.0494, -0.7249, 0.0086, -0.3674, 0.0209, 0.0864, 0.1256, -0.3295, 0.5504, -0.4633, -0.2572, -0.2858, -0.0335, -0.1004, -0.0858, -0.1730, -0.0355, -0.0665, -0.1469, 0.1180, -0.1556, -0.2548, -0.0464, -0.0703, -0.0972, -0.0918, -0.0700, 0.0904, 0.0961, 0.0917, 0.1054, 0.0937, 0.0959, 0.1104, 0.1025, 0.0946, 0.0943, 0.1059, 0.0000, -0.8921, 0.4024, -0.2932, -0.0780, -0.1926, 0.0052, -0.1938, -0.0415, 0.0391, 0.0526, 0.0498, 0.0909, 0.0857, 0.0869]}